1.
Density functional theory data (ωB97M-V/def2-TZVPD) for C4H5NO2 in the gas phase at a distorted geometry.

ΔE to the lowest compared entry with this formula, charge and spin = 56.7 kcal/mol
E_HOMO = -9.5 eV
Structure (SMILES) = C[C@]1(C=O)NC1=O
Net charge = 0

Last column: natural (NBO) charge in e.
CARTESIAN COORDINATES (ANGSTROEM)
O  1.66694  -0.66211  2.01616  -0.49
O  1.67458  1.54323  0.08956  -0.55
N  0.94699  -1.07158  -0.26104  -0.60
C  -0.05907  -0.01979  -0.02169  -0.13
C  0.48590  1.34943  -0.09034  0.38
C  -1.51675  -0.34959  -0.32141  -0.63
C  1.09069  -0.64887  0.97826  0.80
H  -1.92312  -1.04905  0.41370  0.23
H  -2.14534  0.55032  -0.31670  0.22
H  -1.65048  -0.80734  -1.31333  0.22
H  -0.21702  2.19536  -0.18392  0.13
H  1.64669  -1.03000  -0.98925  0.40

---

2.
Density functional theory data (ωB97M-V/def2-TZVPD) for C4H5NO2 in the gas phase at a distorted geometry.

ΔE to the lowest compared entry with this formula, charge and spin = 90.3 kcal/mol
E_HOMO = -8.5 eV
Structure (SMILES) = O/N=C1/C=COC1
Net charge = 0

Last column: natural (NBO) charge in e.
CARTESIAN COORDINATES (ANGSTROEM)
O  -2.31141  -0.36009  -0.02981  -0.60
O  1.61193  -1.00292  -0.01488  -0.50
N  -1.57821  0.81185  0.05352  -0.12
C  0.95238  1.22042  -0.02894  -0.33
C  1.95848  0.39815  -0.09061  0.17
C  0.12528  -1.05378  0.02234  -0.14
C  -0.31448  0.39204  0.10755  0.17
H  2.93548  0.58084  0.12802  0.20
H  0.01737  -1.55915  0.91564  0.21
H  1.02740  2.29463  -0.05705  0.24
H  -3.35877  -0.17098  -0.32341  0.49
H  -0.30819  -1.66503  -0.74242  0.22

---

3.
Density functional theory data (ωB97M-V/def2-TZVPD) for C4H5NO2S in the gas phase at a distorted geometry.

ΔE to the lowest compared entry with this formula, charge and spin = 98.3 kcal/mol
E_HOMO = -8.5 eV
Structure (SMILES) = O=CO/C=C/NC=S
Net charge = 0

Last column: natural (NBO) charge in e.
CARTESIAN COORDINATES (ANGSTROEM)
S  -3.71124  -0.66019  -0.02639  -0.09
O  1.68288  -1.23402  0.02556  -0.48
O  3.34897  0.69292  -0.12077  -0.53
N  -1.40821  0.68662  0.18408  -0.60
C  -0.57967  -0.49883  0.04749  -0.06
C  -2.76368  0.68215  -0.25408  -0.10
C  0.70524  -0.32685  0.22494  0.03
C  2.97728  -0.51299  -0.14285  0.64
H  -0.71102  1.47776  0.50377  0.42
H  3.65230  -1.33091  -0.04552  0.14
H  -1.18785  -1.44525  -0.37894  0.25
H  1.06800  0.64334  0.22804  0.18
H  -3.07300  1.82625  -0.24534  0.21

---

4.
Density functional theory data (ωB97M-V/def2-TZVPD) for 2 unconnected molecules or ions with the total composition C4H5NO2S at a distorted geometry.

ΔE to the lowest compared entry with this formula, charge and spin = 141.7 kcal/mol
E_HOMO = -9.2 eV
Net charge = 0

Last column: natural (NBO) charge in e.
CARTESIAN COORDINATES (ANGSTROEM)
S  0.86271  0.68546  0.09520  1.57
O  -2.67232  -0.41374  0.75630  -0.54
O  1.36011  2.03576  0.17673  -0.90
N  -0.60271  0.53911  0.95952  -0.83
C  -1.32669  0.07236  -1.18439  -0.24
C  -1.66001  0.01234  0.26583  0.63
C  1.83632  -1.29096  1.20842  -0.46
C  -0.08822  0.45530  -1.43603  -0.39
H  -0.58422  0.44426  1.96339  0.44
H  1.66702  -1.93918  0.33117  0.11
H  2.89441  -0.98911  1.15348  0.12
H  -2.08647  -0.18341  -1.90383  0.25
H  0.40007  0.57182  -2.38578  0.25

---

5.
Density functional theory data (ωB97M-V/def2-TZVPD) for C4H5NO2S in the gas phase at a distorted geometry.

ΔE to the lowest compared entry with this formula, charge and spin = 37.7 kcal/mol
E_HOMO = -9.0 eV
Structure (SMILES) = O=CN/C=C\C(O)=S
Net charge = 0

Last column: natural (NBO) charge in e.
CARTESIAN COORDINATES (ANGSTROEM)
S  -3.54107  -0.40330  -0.23604  -0.09
O  -1.48774  1.31413  0.16242  -0.70
O  3.06415  -0.68133  -0.19871  -0.59
N  1.05221  0.42803  -0.08628  -0.63
C  -0.90171  -0.97927  0.19224  -0.37
C  -1.96075  0.03308  0.00881  0.20
C  2.44736  0.39113  -0.15517  0.53
C  0.42377  -0.83670  0.08571  0.07
H  0.46515  1.24563  -0.15259  0.44
H  -2.31850  1.87331  -0.11210  0.51
H  1.07832  -1.67302  0.07710  0.25
H  -1.28219  -2.03811  0.54416  0.25
H  2.96102  1.32644  -0.12956  0.14

---

6.
Density functional theory data (ωB97M-V/def2-TZVPD) for C4H5NO2S2 in the gas phase at a distorted geometry.

ΔE to the lowest compared entry with this formula, charge and spin = 70.6 kcal/mol
E_HOMO = -9.3 eV
Structure (SMILES) = CSC1=NC=CS1(=O)=O
Net charge = 0

Last column: natural (NBO) charge in e.
CARTESIAN COORDINATES (ANGSTROEM)
S  0.57029  -1.88869  -0.02107  0.39
S  -1.99196  -0.06728  -0.07972  2.03
O  -2.61673  -0.40246  -1.34542  -0.89
O  -2.61764  -0.50883  1.14613  -0.90
N  0.50982  0.79918  -0.02007  -0.51
C  -0.05015  -0.30625  0.03703  -0.08
C  -0.32518  1.93305  0.04244  0.01
C  -1.63983  1.74338  -0.03428  -0.48
C  2.30708  -1.62031  0.08318  -0.80
H  0.29687  2.69764  -0.07626  0.21
H  2.91134  -2.14796  0.90945  0.25
H  2.41258  -0.50801  0.06953  0.27
H  2.72652  -2.06991  -0.82702  0.24
H  -2.49300  2.34644  0.11607  0.25

---

7.
Density functional theory data (ωB97M-V/def2-TZVPD) for C4H5NO2S2 in the gas phase at a distorted geometry.

ΔE to the lowest compared entry with this formula, charge and spin = 117.9 kcal/mol
E_HOMO = -7.2 eV
Net charge = 0

Last column: natural (NBO) charge in e.
CARTESIAN COORDINATES (ANGSTROEM)
S  -1.48752  1.22871  -1.05880  0.23
S  -2.08373  -1.74428  -1.24892  0.02
O  1.09400  0.96936  1.36564  -0.43
O  0.93853  0.82429  -1.97372  -0.56
N  -0.41595  -0.77522  0.53127  -0.45
C  -1.37877  -0.41553  -0.37374  -0.43
C  0.68596  -0.26350  0.99971  0.41
C  1.44305  -0.14027  2.24856  -0.13
C  -0.02626  1.59559  -1.97416  0.22
H  2.47893  -0.32627  2.34686  0.20
H  0.93466  -0.17877  3.26109  0.19
H  -1.23282  -1.50469  -2.28123  0.12
H  -0.27921  2.44481  -2.54255  0.15
H  -0.67087  -1.71423  0.70000  0.44

---

8.
Density functional theory data (ωB97M-V/def2-TZVPD) for a molecular structure, C4H5NO3 at a distorted geometry.

ΔE to the lowest compared entry with this formula, charge and spin = 195.9 kcal/mol
E_HOMO = -9.4 eV
Net charge = 0

Last column: natural (NBO) charge in e.
CARTESIAN COORDINATES (ANGSTROEM)
O  0.61325  -1.57824  0.18883  -0.40
O  -2.43446  0.21161  -0.05267  -0.54
O  0.66192  1.86605  -0.12052  -0.41
N  -0.63302  -1.12084  -0.25518  -0.36
C  1.73883  -0.49480  0.07546  -0.09
C  -0.02254  0.93315  0.47229  0.01
C  0.98291  0.48380  -0.54818  -0.05
C  -1.25076  0.05429  0.20437  0.62
H  2.97570  -1.03902  -0.38581  0.21
H  2.07723  -0.10822  1.22864  0.21
H  0.61966  0.38227  -1.49592  0.22
H  0.56236  0.79751  1.37553  0.19
H  -1.22009  -2.04075  -0.28504  0.41

---

9.
Density functional theory data (ωB97M-V/def2-TZVPD) for C4H5NO3 in the gas phase at a distorted geometry.

ΔE to the lowest compared entry with this formula, charge and spin = 45.3 kcal/mol
E_HOMO = -7.2 eV
Structure (SMILES) = Nc1cc(O)c(O)o1
Net charge = 0

Last column: natural (NBO) charge in e.
CARTESIAN COORDINATES (ANGSTROEM)
O  2.07584  1.42172  0.05001  -0.66
O  -0.40556  -1.24258  0.02785  -0.43
O  2.00015  -1.65580  -0.10560  -0.68
N  -2.49116  -0.12352  0.00159  -0.84
C  -1.12791  -0.13945  0.09910  0.48
C  0.95307  -0.78550  0.01490  0.37
C  -0.35132  1.00042  -0.00032  -0.44
C  1.02167  0.59040  -0.02697  0.20
H  2.82839  1.00662  -0.35936  0.49
H  -2.99408  -0.85739  -0.47374  0.40
H  -2.95183  0.78763  0.10019  0.40
H  2.22608  -2.01434  0.73196  0.48
H  -0.78334  2.01179  -0.05960  0.22

---

10.
Density functional theory data (ωB97M-V/def2-TZVPD) for C4H5NO3 in the gas phase at a distorted geometry.

ΔE to the lowest compared entry with this formula, charge and spin = 106.6 kcal/mol
E_HOMO = -9.4 eV
Structure (SMILES) = C#CCOC(=O)NO
Net charge = 0

Last column: natural (NBO) charge in e.
CARTESIAN COORDINATES (ANGSTROEM)
O  1.00134  1.72517  0.09165  -0.60
O  -0.14003  -0.22972  -0.12940  -0.48
O  2.13542  -1.56806  0.11945  -0.58
N  2.16412  -0.19460  -0.15370  -0.36
C  -2.49964  0.01367  -0.08606  -0.04
C  -1.23287  0.68753  -0.02688  -0.18
C  0.91388  0.56142  -0.04242  0.85
C  -3.33772  -0.83409  0.12468  -0.18
H  -4.11224  -1.52594  0.04189  0.23
H  -1.09235  1.12988  0.91977  0.22
H  2.79134  0.20100  0.54180  0.37
H  -1.11085  1.57302  -0.61823  0.24
H  1.33955  -2.00615  -0.27881  0.48